(1)
The following is a DFT calculation (ωB97M-V/def2-TZVPD) of a molecular structure, C5H13NO2.

Calculated values
gap between HOMO and LUMO: 0.356 hartree
total charge: 0
strongest force on any atom: 0.0092 Eh/bohr
energy relative to the best compared isomer or geometry (same formula, charge and spin): 3.626 eV

CARTESIAN COORDINATES (ANGSTROEM)
C1 0.5844 -0.0734 0.0681
C2 1.1383 0.8360 -1.0242
C3 0.7659 -1.5428 -0.2842
C4 1.1231 0.2260 1.4626
H1 -0.5286 0.7096 0.2885
H2 2.2157 0.6674 -1.1306
H3 0.3136 -1.7876 -1.2452
H4 1.0858 1.2918 1.6926
H5 0.9773 1.8897 -0.7945
H6 0.6768 0.6134 -1.9887
H7 0.3410 -2.1939 0.4799
H8 1.8375 -1.7571 -0.3508
H9 2.1641 -0.1037 1.5383
H10 0.5452 -0.3165 2.2147
C5 -1.5297 -0.2862 0.1473
N1 -1.9473 -0.3289 -1.1553
O1 -1.4885 1.6329 0.4670
O2 -1.8476 -0.9542 1.0792
H11 -1.6807 1.6980 1.4113
H12 -2.8475 -0.7817 -1.2471
H13 -1.8987 0.5613 -1.6288

---

(2)
The following is a DFT calculation (ωB97M-V/def2-TZVPD) of 2 unconnected molecules or ions with the total composition C5H13NO2.

Calculated values
gap between HOMO and LUMO (spin up / spin down): 0.291 / 0.258 hartree
total charge: 0
strongest force on any atom: 0.0185 Eh/bohr
energy relative to the best compared isomer or geometry (same formula, charge and spin): 5.428 eV

CARTESIAN COORDINATES (ANGSTROEM)
C1 0.9241 0.5057 0.2685
C2 -1.7442 -0.5431 0.4107
C3 -0.0181 0.8321 -0.8229
C4 1.7786 -0.7407 0.0036
C5 -2.6276 0.6560 0.4322
N1 2.6863 -0.5229 -1.1181
O1 0.1086 0.2527 1.4875
O2 -1.6311 -1.3716 -0.6205
H1 0.6762 -0.0978 2.1935
H2 -1.3890 -0.7557 -1.3605
H3 1.5890 1.3377 0.5623
H4 -1.7780 -1.1272 1.3260
H5 3.3222 0.2422 -0.9252
H6 3.2423 -1.3487 -1.3032
H7 -0.3721 1.8620 -0.8099
H8 0.3809 0.5537 -1.7980
H9 1.1130 -1.5711 -0.2457
H10 2.2947 -1.0093 0.9438
H11 -2.7534 1.0769 -0.5605
H12 -3.6019 0.3563 0.8496
H13 -2.2003 1.4126 1.0871

---

(3)
The following is a DFT calculation (ωB97M-V/def2-TZVPD) of 2 unconnected molecules or ions with the total composition C5H13NO2 in a non-equilibrium geometry.

Calculated values
SMILES: CCC[C@H](N)C=O.O
gap between HOMO and LUMO: 0.365 hartree
total charge: 0
strongest force on any atom: 0.0296 Eh/bohr
energy relative to the best compared isomer or geometry (same formula, charge and spin): 1.845 eV

CARTESIAN COORDINATES (ANGSTROEM)
O1 -0.6235 2.3375 0.2437
C1 -0.5101 1.4673 -0.5684
C2 -0.1028 0.0145 -0.2910
C3 0.5584 -0.6202 -1.4885
C4 1.4566 -1.8443 -1.0721
C5 2.8453 -1.7938 -1.7105
N1 -1.3719 -0.6577 0.0685
H1 -0.7988 1.5795 -1.6452
H2 0.5094 -0.0953 0.6006
H3 1.1578 0.1203 -2.0253
H4 -0.1384 -0.9644 -2.2571
H5 1.5091 -1.9022 0.0196
H6 0.8902 -2.7499 -1.2799
H7 3.5707 -2.1734 -0.9809
H8 2.8426 -2.4871 -2.5478
H9 3.2362 -0.8069 -1.9379
H10 -1.7473 -0.2063 0.8921
H11 -2.0955 -0.5620 -0.6454
H12 -1.5185 0.6072 4.3798
H13 -1.9908 2.1087 4.4345
O2 -2.0619 1.2636 3.9585

---

(4)
The following is a DFT calculation (ωB97M-V/def2-TZVPD) of 2 unconnected molecules or ions with the total composition C5H13NO2 in a non-equilibrium geometry.

Calculated values
gap between HOMO and LUMO: 0.283 hartree
total charge: 0
strongest force on any atom: 0.1581 Eh/bohr
energy relative to the best compared isomer or geometry (same formula, charge and spin): 6.536 eV

CARTESIAN COORDINATES (ANGSTROEM)
O1 -0.2728 1.7003 0.3496
C1 0.7630 1.2957 1.0055
C2 0.0407 0.0001 0.6571
C3 0.2910 -0.7047 -0.6894
C4 -0.2092 -2.1424 -0.6296
C5 1.7305 -0.4919 -1.0788
N1 0.7566 -1.1783 1.7774
H1 0.7290 1.9408 1.9021
H2 -0.9443 -0.1711 1.0674
H3 -0.4192 -0.1350 -1.3087
H4 -1.0225 -2.1873 0.0960
H5 0.5845 -2.7695 -0.2276
H6 -0.5741 -2.5156 -1.5836
H7 1.9725 0.4858 -1.4814
H8 2.3319 -0.5941 -0.1851
H9 2.0637 -1.2102 -1.8207
H10 0.0542 -1.1142 2.5195
H11 1.5650 -0.6240 2.0189
H12 -1.7652 1.6748 -0.6193
H13 -2.9437 2.4028 -1.3125
O2 -2.5278 1.5477 -1.1938

---

(5)
The following is a DFT calculation (ωB97M-V/def2-TZVPD) of 2 unconnected molecules or ions with the total composition C5H13NO2.

Calculated values
SMILES: [H]/N=C(\C)CO.CCO
gap between HOMO and LUMO: 0.374 hartree
total charge: 0
strongest force on any atom: 0.0155 Eh/bohr
energy relative to the best compared isomer or geometry (same formula, charge and spin): 1.572 eV

CARTESIAN COORDINATES (ANGSTROEM)
C1 -1.9843 -0.7797 -0.6488
C2 -1.8228 1.2778 0.8446
C3 -1.6300 0.6831 -0.5184
O1 -1.7533 -1.5302 0.5136
N1 -1.1929 1.2706 -1.5433
H1 -0.8251 -1.4013 0.7688
H2 -0.9926 2.2617 -1.4151
H3 -1.4531 -1.1965 -1.5156
H4 -3.0599 -0.8505 -0.8483
H5 -0.9929 0.9639 1.4781
H6 -2.7406 0.9052 1.2924
H7 -1.8406 2.3653 0.8011
C4 1.6955 -0.6639 -0.2337
C5 3.0415 0.0165 -0.0274
O2 0.9949 -0.8521 0.9843
H8 1.5563 -1.3515 1.5885
H9 1.8354 -1.6313 -0.7349
H10 1.0436 -0.0429 -0.8516
H11 2.9061 0.9689 0.4794
H12 3.5145 0.1949 -0.9884
H13 3.7002 -0.6082 0.5746

---

(6)
The following is a DFT calculation (ωB97M-V/def2-TZVPD) of 3 unconnected molecules or ions with the total composition C5H13NO2 in a non-equilibrium geometry.

Calculated values
gap between HOMO and LUMO (spin up / spin down): 0.367 / 0.239 hartree
total charge: +1
multiplicity: 2
strongest force on any atom: 0.0316 Eh/bohr
energy relative to the best compared isomer or geometry (same formula, charge and spin): 1.194 eV

CARTESIAN COORDINATES (ANGSTROEM)
C1 0.1561 0.0102 0.1464
C2 0.2482 1.3941 0.0679
N1 1.4074 2.0213 0.1339
C3 -1.1319 -0.7039 0.1797
C4 -1.3784 -1.2081 -1.2193
C5 -2.4964 -0.9732 -1.9000
H1 1.0737 -0.5430 0.2735
H2 -0.6456 1.9981 -0.0333
H3 1.3811 2.9859 0.4644
H4 2.1871 1.5307 0.5574
H5 -1.9397 -0.0611 0.5572
H6 -1.2071 -1.4789 0.9606
H7 -0.5641 -1.7483 -1.6894
H8 -2.7416 -1.4122 -2.8674
H9 -3.2904 -0.3919 -1.4199
H10 2.0986 0.6760 -1.7564
H11 2.4858 -0.8539 -1.7213
O1 2.5783 -0.0210 -2.2142
H12 0.7253 -0.9203 3.2418
H13 0.1783 -0.1590 4.4532
O2 0.8754 -0.1415 3.7853

---

(7)
The following is a DFT calculation (ωB97M-V/def2-TZVPD) of 3 unconnected molecules or ions with the total composition C5H13NO3 in a non-equilibrium geometry.

Calculated values
SMILES: CC(C)=N.O=CO.CO
gap between HOMO and LUMO: 0.303 hartree
total charge: 0
strongest force on any atom: 0.0830 Eh/bohr
energy relative to the best compared isomer or geometry (same formula, charge and spin): 3.535 eV

CARTESIAN COORDINATES (ANGSTROEM)
C1 0.9868 -0.0174 -0.2461
C2 -1.0512 -0.7281 -0.8299
C3 -1.7867 1.6114 1.7872
C4 1.3174 0.7481 -1.5151
C5 1.6868 -1.3581 -0.0968
N1 0.7780 0.7448 0.8044
O1 -1.1378 0.3863 2.0315
O2 -0.7860 -1.4785 -1.9132
O3 -1.4942 -1.2784 0.2140
H1 -0.6928 -2.4021 -1.6310
H2 -1.4116 -0.3947 1.2942
H3 1.0339 0.3133 1.6890
H4 -1.3928 0.2661 -1.1355
H5 -1.0711 2.3631 1.4405
H6 -2.2210 1.9595 2.7299
H7 -2.5820 1.5255 1.0342
H8 2.3931 0.9227 -1.5784
H9 0.8106 1.7107 -1.5180
H10 1.0158 0.1756 -2.3932
H11 1.1497 -1.9805 0.6197
H12 2.7073 -1.2119 0.2655
H13 1.7479 -1.8776 -1.0527

---

(8)
The following is a DFT calculation (ωB97M-V/def2-TZVPD) of 2 unconnected molecules or ions with the total composition C5H13NO3 in a non-equilibrium geometry.

Calculated values
SMILES: CN[C@@](C)(O)CO.C=O
gap between HOMO and LUMO: 0.345 hartree
total charge: 0
strongest force on any atom: 0.0500 Eh/bohr
energy relative to the best compared isomer or geometry (same formula, charge and spin): 2.270 eV

CARTESIAN COORDINATES (ANGSTROEM)
C1 -1.2649 0.9822 0.4171
C2 1.4425 2.3171 -0.0259
O1 -1.2912 1.3578 1.7656
O2 1.8547 1.7327 0.9476
H1 1.1456 0.1272 1.1931
H2 -0.7229 0.7429 2.2536
H3 -0.9366 1.8078 -0.2265
H4 -2.2843 0.7563 0.0826
H5 1.3127 1.8202 -1.0006
H6 1.2616 3.4018 -0.0189
C3 1.3058 -1.3467 -1.3180
C4 -1.4401 -1.5953 0.3448
N1 0.2430 -0.3921 -1.0500
C5 -0.4258 -0.4579 0.2213
O3 0.4713 -0.5876 1.2667
H7 -0.4159 -0.3126 -1.8123
H8 0.9568 -2.3907 -1.3534
H9 1.7645 -1.0986 -2.2728
H10 2.0564 -1.2490 -0.5464
H11 -2.0453 -1.4419 1.2341
H12 -0.8977 -2.5394 0.4280
H13 -2.0900 -1.6342 -0.5297

---

Molar mass, respectively: 119.16 119.16 119.16 119.16 119.16 119.16 135.16 135.16 g/mol.